Record 1
{"formula": "C20H39MoN2O2P3S", "method": "ωB97M-V with the def2-TZVPD basis set", "elements": ["C", "P", "O", "C", "H", "P", "H", "N", "H", "C", "H", "C", "H", "H", "Mo", "O", "C", "C", "H", "H", "H", "H", "C", "H", "C", "H", "C", "H", "C", "N", "C", "C", "C", "H", "H", "H", "H", "H", "C", "H", "H", "H", "H", "H", "H", "H", "H", "H", "C", "H", "H", "C", "H", "S", "C", "H", "H", "H", "H", "P", "H", "H", "H", "H", "C", "C", "H", "C"], "positions_angstrom": [[3.20231, -2.09491, -1.11911], [-1.97305, -1.87402, -0.25430], [-2.40369, 0.89070, 1.42899], [-2.89447, -2.31690, 1.25991], [-2.58159, 2.22933, -2.26059], [-0.73680, 2.61765, -0.68333], [4.59909, -0.90040, 1.10129], [-0.88428, -0.35709, 3.85337], [2.22015, -0.93075, 3.89267], [0.22865, -0.77899, 3.25387], [3.33230, 0.01597, 1.97109], [1.04362, 1.19157, 0.74463], [-0.93678, 1.18865, 5.26196], [-3.15833, 2.45011, -0.63173], [-0.04796, 0.08658, -1.50969], [1.45308, 1.72065, 1.70497], [0.24172, 3.71145, -1.80003], [-0.85178, 3.74507, 0.74158], [-3.92515, -0.83689, -1.25208], [-3.19180, -1.88163, -2.42373], [-2.04463, -4.28584, -0.77005], [1.28422, 3.68609, -1.49691], [0.66910, -1.47718, -3.04550], [1.36609, 0.95026, 5.41775], [-0.64349, 0.14626, 5.17987], [-1.80131, -0.31877, 3.41083], [-1.35238, -0.17548, -3.28115], [-3.62121, -3.11432, 1.04471], [-0.70804, -1.40884, -3.10243], [1.25920, -0.69474, 4.12854], [3.52040, -0.81411, 1.28519], [0.86929, -0.02025, 5.33753], [3.72742, 0.73504, -1.01980], [1.39911, 1.79731, -3.47237], [3.09727, -2.07078, -2.19502], [-3.41860, -1.44169, 1.65382], [4.24707, -2.31561, -0.88748], [2.49620, -0.36592, -3.25822], [-3.44660, -1.80484, -1.37631], [3.41195, 0.99407, -2.01750], [-2.42128, -0.13074, -3.34869], [2.58824, -2.91502, -0.76626], [-0.09554, 4.75135, -1.76478], [0.13914, 3.92568, 1.16860], [3.16334, -1.73162, 1.76962], [-0.59754, -3.82734, 0.16322], [1.13647, -0.61155, 6.21693], [0.22715, 3.39544, -2.83535], [1.43163, -0.31046, -3.17062], [4.76014, 0.40203, -1.04707], [-1.28626, 4.70935, 0.44270], [-1.26246, -3.53377, -0.64555], [1.15641, -2.43482, -2.96527], [0.33786, -1.42786, 1.67560], [-1.61076, 0.49813, 0.67534], [-1.47951, 3.30386, 1.51948], [-2.66243, 3.85807, -1.59185], [-2.20824, -2.67217, 2.03425], [-0.66231, -3.49842, -1.54620], [2.61400, -0.55198, -0.28342], [-1.27196, -2.32387, -3.12629], [-1.09194, 1.91042, -3.62550], [-4.17992, -2.58429, -1.14295], [-1.18487, -0.42827, 5.92722], [-0.59434, 0.98356, -3.42091], [-2.43936, 2.81712, -1.36171], [3.64911, 1.63246, -0.41735], [0.79894, 0.91790, -3.34837]], "lowdin_spin": [0.002, 0.073, 0.012, 0.015, 0.001, -0.007, 0.002, 0.271, 0.007, 0.031, 0.000, 0.031, 0.026, 0.000, 0.571, 0.003, 0.001, -0.002, 0.001, 0.000, 0.001, 0.000, 0.016, 0.046, 0.054, 0.004, 0.019, 0.003, 0.024, 0.451, 0.011, 0.086, 0.010, 0.002, 0.000, 0.000, 0.001, -0.001, 0.011, 0.000, 0.000, 0.000, 0.000, 0.000, 0.000, 0.000, 0.037, 0.000, 0.014, 0.002, -0.001, 0.001, 0.000, -0.033, 0.043, 0.000, 0.000, 0.000, 0.000, 0.058, -0.001, 0.000, 0.003, 0.030, 0.022, 0.002, 0.000, 0.044], "orbital_gap_ev": [5.76, 4.03], "total_charge": 4, "e_homo_ha": [-0.7284, -0.7481], "spin_multiplicity": 3}

Record 2
{"formula": "C16H14BIrN7", "method": "ωB97M-V with the def2-TZVPD basis set", "elements": ["C", "C", "N", "H", "C", "H", "H", "H", "C", "H", "C", "N", "H", "N", "C", "Ir", "N", "B", "C", "C", "C", "N", "C", "H", "H", "C", "H", "N", "C", "H", "H", "H", "N", "C", "C", "H", "H", "C", "C"], "positions_angstrom": [[-0.00340, 0.00530, 2.38910], [1.20850, 0.10400, 3.08310], [-0.86760, -1.51040, -1.02390], [2.15950, 0.17330, 5.00490], [0.02990, 0.00340, 6.57970], [-1.30380, -2.25580, -4.10940], [-1.76910, -3.06670, 0.08050], [-2.12800, -0.17480, 5.03590], [-1.53300, 2.65280, -0.87980], [4.70950, 0.00030, -2.37920], [-1.53360, -2.65440, -0.88250], [-0.86820, 1.50860, -1.02110], [-1.76950, 3.06520, 0.08300], [1.45260, -0.00090, -2.35270], [0.01590, 0.00090, 5.16440], [0.02100, -0.00520, 0.28750], [-0.72320, 1.25520, -2.34220], [-0.00090, -0.00020, -2.88610], [-1.29270, 2.23950, -3.03510], [3.07240, -0.00150, -0.89680], [-1.20650, -0.09420, 3.09880], [-0.72300, -1.25680, -2.34450], [-1.83050, -3.16760, -2.13820], [3.55190, -0.00400, 0.06320], [-1.30270, 2.25470, -4.10710], [-1.20280, -0.09750, 4.48290], [-0.00700, 0.00120, -4.05860], [0.04750, 0.00400, 7.72200], [2.58930, 0.00020, -3.04860], [-2.35240, 4.07350, -2.36480], [-2.35340, -4.07480, -2.36660], [2.60530, 0.00100, -4.12010], [1.74650, -0.00220, -1.03490], [-1.82960, 3.16640, -2.13600], [-1.29330, -2.24090, -3.03750], [-2.16010, -0.16920, 2.58870], [2.15460, 0.18600, 2.56150], [1.22580, 0.10030, 4.46590], [3.66280, -0.00010, -2.15140]], "lowdin_spin": [0.290, 0.047, 0.028, 0.003, -0.002, 0.000, 0.001, 0.003, 0.002, 0.000, 0.002, 0.028, 0.001, 0.010, -0.027, 0.470, 0.008, 0.002, 0.002, 0.000, 0.052, 0.008, 0.000, 0.000, 0.000, 0.018, 0.000, -0.021, 0.004, 0.000, 0.000, 0.001, 0.030, 0.000, 0.002, 0.011, 0.010, 0.019, -0.001], "orbital_gap_ev": [5.73, 5.82], "total_charge": 2, "e_homo_ha": [-0.5908, -0.5903], "spin_multiplicity": 2}

Record 3
{"formula": "C14H28Cl14", "method": "ωB97M-V with the def2-TZVPD basis set", "elements": ["C", "Cl", "H", "H", "H", "H", "C", "Cl", "C", "H", "Cl", "Cl", "H", "C", "Cl", "H", "H", "H", "H", "C", "C", "H", "C", "H", "H", "H", "H", "H", "C", "Cl", "H", "H", "C", "H", "H", "Cl", "H", "Cl", "Cl", "C", "H", "C", "H", "C", "C", "Cl", "Cl", "Cl", "C", "H", "H", "H", "Cl", "H", "Cl", "H"], "positions_angstrom": [[-4.65678, 2.52727, -0.75937], [4.46474, 3.26050, 1.27976], [-4.55007, 1.76738, 0.03754], [2.57458, -2.26000, 1.96181], [5.16856, 1.21164, -0.70168], [3.78651, -2.94029, 3.04190], [-1.24961, 0.98519, 4.20693], [3.70836, -0.63908, -0.45810], [2.75318, -3.02774, 2.69803], [1.06765, -3.16804, -3.61718], [3.64080, 1.20812, -3.69298], [-3.36523, 1.91106, 2.75096], [-1.04075, -3.70851, -2.18734], [4.59594, 0.78713, 0.12408], [-3.83607, 4.89553, -1.86818], [-1.50664, -1.02340, 1.49469], [5.27355, 0.51465, 0.91766], [2.88695, 1.43711, 1.35620], [-1.35216, 0.05216, 3.65839], [-1.23261, 0.47587, -0.01559], [-3.67524, 3.64613, -0.55835], [-1.09791, 0.49528, -1.08715], [1.96896, 0.76091, -3.93407], [-0.67111, -1.58451, -0.00223], [-1.75339, -4.37611, -3.67736], [1.87682, -3.78341, 4.48126], [-2.65602, 3.25260, -0.60762], [2.99937, 2.20748, -0.22072], [3.56243, 1.81991, 0.60956], [-4.44120, 1.63547, -2.33304], [1.72255, -0.07828, -3.28167], [-2.53377, 2.65163, 4.78328], [0.11197, -3.42646, -4.01335], [1.76809, 0.44108, -4.94417], [1.23740, 1.97695, -2.37769], [-3.08841, -1.45799, -0.13887], [2.01414, -2.02720, 4.48610], [-0.51467, -1.78300, -4.39074], [0.09164, -2.70011, 3.34852], [1.16516, 1.90871, -3.47029], [-5.64597, 2.95181, -0.74429], [-2.60849, 1.66689, 4.34267], [-0.56598, 1.60447, 3.66459], [-1.46389, -0.94486, 0.41473], [-0.83064, -4.19247, -3.13645], [0.27793, 0.99922, 0.71101], [-0.19597, -5.77677, -2.76369], [2.54423, -4.68450, 1.94421], [1.80336, -2.88106, 3.86705], [1.51060, 2.86220, -3.86105], [0.33139, -3.95953, -4.92508], [-3.92825, 4.07275, 0.41532], [-0.58722, 0.57345, 5.80041], [-2.02633, 1.09039, 0.36543], [-0.53497, 1.63971, -3.97361], [-3.29752, 1.13269, 4.97982]], "lowdin_charge": [-0.648, 0.518, 0.043, 0.030, 0.063, 0.077, -0.679, 0.553, -0.612, 0.049, 0.602, 0.600, 0.059, -0.651, 0.519, 0.013, 0.062, 0.016, 0.027, -0.679, -0.648, 0.051, -0.734, 0.079, 0.070, 0.067, 0.057, 0.033, -0.655, 0.498, 0.046, 0.066, -0.641, 0.062, 0.059, 0.559, 0.062, 0.551, 0.551, -0.675, 0.062, -0.639, 0.045, -0.672, -0.695, 0.637, 0.586, 0.505, -0.639, 0.067, 0.070, 0.068, 0.565, 0.006, 0.546, 0.066], "orbital_gap_ev": 10.99, "total_charge": 0, "e_homo_ha": -0.3925, "smiles": "ClCCCl.ClCCCl.ClCCCl.ClCCCl.ClCCCl.ClCCCl.ClCCCl"}